[1]
A cluster of 2 separate species, C10H16 in total at a distorted geometry. Source: OMol25; level of theory: ωB97M-V with the def2-TZVPD basis set.

Last column: Löwdin charge in e.
Geometry (Å):
C 3.286 -0.468 1.693  -0.308
C -4.014 -0.802 -1.264  -0.033
C -2.595 -0.107 -1.072  -0.262
C -0.497 1.831 -0.667  -0.050
C -1.716 1.922 0.137  -0.069
C -2.680 1.011 -0.195  -0.102
C -0.316 0.611 -1.419  -0.072
C 2.433 0.575 1.019  -0.147
C -1.381 -0.314 -1.644  -0.073
C 3.083 -1.937 1.077  -0.116
H -4.378 -0.017 -1.844  0.048
H 0.229 2.547 -0.463  0.063
H 2.975 1.557 1.125  0.084
H -1.224 -1.178 -2.291  0.108
H 2.073 -2.044 0.943  0.028
H -3.735 1.081 0.236  0.124
H 1.559 0.832 1.575  0.056
H -3.880 -1.666 -1.950  0.078
H -1.892 2.726 0.820  0.090
H -4.577 -1.075 -0.368  0.077
H 3.462 -1.807 0.052  0.075
H 0.668 0.217 -1.568  0.070
H 4.399 -0.398 1.603  0.095
H 2.298 0.325 -0.054  0.064
H 2.958 -0.749 2.857  0.148
H 3.463 -2.674 1.660  0.025

Atoms 1-6, force components in eV/Å:
C -0.0296 -4.1218 2.7619
C 3.5401 -1.1209 -0.7992
C -1.7103 1.0030 1.9404
C -2.7432 -3.4856 0.9704
C 1.7911 -0.5088 -3.1359
C -2.9076 -0.8110 0.8730

Output
Max |F|, Eh/bohr: 0.1038
Orbital gap, eV: 9.8
Structure (SMILES): Cc1ccccc1.CCC
HOMO energy, Eh: -0.3229
Total charge: 0
Energy, eV: -10627.10331
LUMO level, eV: 0.98
Energy above the lowest of the compared OMol25 structures with the same formula, charge and spin, kcal per mole: 60.89



[2]
The ion C21H33N6O2 with charge +1 at a distorted geometry. Source: OMol25; level of theory: ωB97M-V with the def2-TZVPD basis set.

Last column: Löwdin charge in e.
Geometry (Å):
O 5.339 -1.424 -1.264  0.092
O 5.191 1.674 0.536  0.013
N 0.060 -0.528 -1.981  0.081
N 1.051 -1.319 0.669  -0.046
N -1.266 1.112 -2.279  0.086
N -0.378 0.396 -2.818  0.007
N -1.454 0.684 -1.031  -0.013
N 3.872 -0.975 0.369  -0.043
C 1.828 -2.124 -0.318  -0.074
C -1.887 2.765 0.138  -0.142
C 1.704 0.004 0.842  -0.068
C 6.687 1.083 -1.013  0.033
C 3.150 -0.176 1.318  -0.105
C -2.392 1.349 -0.154  -0.275
C -3.203 -3.716 0.971  -0.065
C -3.164 -2.454 -1.182  -0.062
C 3.267 -2.269 0.168  -0.102
C 5.579 0.677 -0.306  -0.171
C -0.607 -0.363 -0.856  -0.279
C 6.987 2.387 -0.576  -0.025
C 6.047 2.693 0.362  -0.083
C -4.755 2.140 0.084  -0.186
C -1.087 -2.563 0.263  -0.109
C -0.422 -1.184 0.371  -0.172
C -4.254 3.550 0.382  -0.196
C -2.630 -2.499 0.248  -0.412
C -2.878 3.499 1.036  -0.191
C 4.933 -0.624 -0.444  -0.367
C -3.770 1.400 -0.816  -0.139
H -2.514 4.510 1.221  0.116
H -4.126 0.387 -1.011  0.108
H 3.613 0.802 1.433  0.125
H -4.289 -3.694 0.934  0.087
H -4.882 1.591 1.020  0.117
H -0.770 -3.158 1.124  0.126
H -1.783 3.296 -0.809  0.124
H -0.762 -3.063 -0.649  0.127
H -2.729 -1.643 -1.759  0.064
H -0.855 -0.649 1.226  0.158
H 5.886 3.571 0.956  0.130
H -2.942 -3.387 -1.694  0.092
H 7.204 0.500 -1.746  0.128
H -2.867 -4.634 0.496  0.090
H 1.140 0.595 1.567  0.144
H 3.156 -0.676 2.297  0.142
H -4.193 4.118 -0.548  0.121
H -4.243 -2.325 -1.176  0.087
H -4.957 4.060 1.041  0.115
H 1.123 -1.817 1.565  0.191
H 1.701 0.511 -0.125  0.147
H 3.300 -2.842 1.104  0.141
H 7.789 3.012 -0.910  0.113
H -5.725 2.185 -0.409  0.118
H -0.903 2.722 0.615  0.112
H -2.950 2.988 2.000  0.117
H -2.902 -3.732 2.016  0.082
H 3.859 -2.791 -0.589  0.138
H -2.450 0.774 0.778  0.144
H 1.377 -3.110 -0.415  0.136
H 1.777 -1.613 -1.283  0.125
H -3.675 1.918 -1.771  0.123
H -2.959 -1.601 0.782  0.126

Atoms 1-6, force components in eV/Å:
O 0.2208 0.1516 -0.1403
O -0.3302 -0.1870 0.1999
N 0.0837 -0.7748 0.7780
N -0.2035 0.0181 0.2140
N -1.0352 1.0468 0.1227
N 0.4379 0.0556 -1.0279

Output
Max |F|, Eh/bohr: 0.0348
Orbital gap, eV: 8.7
Structure (SMILES): CC(C)C[C@H](c1nnnn1C1CCCCC1)[NH+]1CCN(C(=O)c2ccco2)CC1
HOMO energy, Eh: -0.4243
Total charge: +1
Energy, eV: -35341.35029
LUMO level, eV: -2.84
Energy above the lowest of the compared OMol25 structures with the same formula, charge and spin, kcal per mole: 2.77



[3]
A cluster of 15 separate species, C5H40NO15 in total at a distorted geometry. Source: OMol25; level of theory: ωB97M-V with the def2-TZVPD basis set.

Last column: Löwdin charge in e.
Geometry (Å):
O -1.770 1.251 2.141  -0.139
O -1.499 -1.155 2.941  -0.271
O -0.105 2.489 -2.804  -0.059
O -3.489 1.967 0.160  -0.083
O -2.607 1.458 -3.137  -0.030
O 0.985 -1.268 3.757  -0.084
O -0.405 -3.608 -1.098  -0.054
O -1.080 -3.137 1.480  -0.141
O -1.600 3.604 -0.864  -0.078
O 1.611 3.403 -0.941  -0.070
O 2.644 -0.734 -2.234  -0.078
O 3.599 1.625 -1.466  -0.079
O 1.586 -3.198 1.852  -0.098
O 2.187 -2.965 -0.788  -0.123
O 0.527 2.358 1.310  -0.144
N -0.255 -0.414 -2.137  0.042
C 1.556 1.386 1.438  -0.228
C 1.503 0.384 0.271  -0.156
C 0.240 -0.511 0.271  -0.140
C -2.115 -0.761 -0.560  -0.057
C -0.785 -0.079 -0.794  -0.385
H -2.068 -1.842 -0.731  0.068
H 1.598 0.896 -0.702  0.067
H 0.544 2.940 -2.237  0.020
H -2.473 -0.599 0.459  0.067
H 0.148 1.587 -2.782  0.007
H -2.970 1.554 0.829  -0.050
H -1.249 -2.215 2.018  0.024
H 2.464 1.984 1.407  0.117
H -0.939 -0.233 -2.857  0.072
H -2.909 -0.385 -1.176  0.060
H 0.016 -1.253 3.553  -0.007
H -0.400 1.949 1.551  0.079
H -0.938 3.540 -0.163  0.032
H 2.362 2.785 -1.076  0.006
H 1.186 3.079 -0.139  -0.012
H -1.838 1.969 -3.122  -0.050
H 0.528 -1.559 0.152  0.069
H -2.176 -1.387 3.522  -0.004
H 2.140 -3.027 0.186  -0.001
H 1.725 -0.480 -2.345  0.000
H 0.596 -3.259 1.694  0.013
H -0.082 -1.417 -2.210  0.078
H -3.016 1.531 -2.268  0.022
H -1.183 3.198 -1.699  0.035
H 2.420 -0.263 0.362  0.128
H 3.305 0.679 -1.774  0.044
H 2.594 -1.567 -1.722  0.014
H 1.628 -2.524 2.541  0.003
H 4.477 1.551 -1.207  0.011
H -0.916 1.037 -0.726  0.126
H -2.019 1.691 2.977  0.082
H -0.248 -4.535 -1.038  0.051
H 1.314 -0.458 3.353  0.004
H -1.624 0.213 2.426  0.036
H -1.534 -3.856 1.913  0.060
H -0.736 -3.343 -0.213  0.007
H -2.909 2.650 -0.228  -0.016
H 1.202 -3.142 -1.009  0.024
H 1.491 0.896 2.410  0.090
H -0.240 -0.480 1.273  0.082

Atoms 1-6, force components in eV/Å:
O 0.2314 -0.8817 1.1010
O 1.6811 0.7076 -1.6202
O -0.4835 1.5048 -0.7402
O -1.2557 0.6605 -1.3664
O -2.3040 -1.6126 -0.3251
O 0.4484 0.0976 0.1758

Output
Max |F|, Eh/bohr: 0.0583
Orbital gap, eV: 9.6
HOMO energy, Eh: -0.2607
Total charge: -1
Energy, eV: -38042.00607
LUMO level, eV: 2.51
Energy above the lowest of the compared OMol25 structures with the same formula, charge and spin, kcal per mole: 0.00